Entry from the OMol25 dataset: an isolated molecule of CH2O4S2 at a distorted geometry (ωB97M-V with the def2-TZVPD basis set).

XYZ file:
```
9
Properties=species:S:1:pos:R:3
C -0.249 -0.418 0.881
O 1.309 -1.792 -1.163
O -0.242 0.279 -1.671
O -1.098 1.938 0.309
O 1.409 1.783 0.008
S 0.030 -1.293 -0.847
S 0.069 1.077 0.001
H -1.245 -0.514 0.684
H 0.017 -1.062 1.798
```

Computed properties:
Relative energy (zero: lowest compared OMol25 entry of this formula, charge and spin), kcal/mol: 69.0
Gap between HOMO and LUMO, eV: 9.9
LUMO, eV: -0.78
HOMO level, eV: -10.638

=====

Entry from the OMol25 dataset: a structure of composition C47H40CaCl2N2P2S3Te (ωB97M-V with the def2-TZVPD basis set).

XYZ file:
```
98
Properties=species:S:1:pos:R:3
Ca 0.362 0.682 -0.136
C 0.409 -1.506 4.006
C 1.688 -1.722 3.175
P 1.369 -1.873 1.359
C 0.642 -3.556 1.303
C -0.652 -3.730 0.818
C -1.220 -5.000 0.766
C -0.498 -6.102 1.194
C 0.796 -5.935 1.681
C 1.360 -4.673 1.735
C 3.062 -2.201 0.731
C 3.244 -3.057 -0.355
C 4.509 -3.270 -0.883
C 5.610 -2.622 -0.339
C 5.433 -1.740 0.716
C 4.167 -1.527 1.244
C 0.138 -0.025 4.329
P -0.337 1.016 2.868
C -2.154 1.166 3.070
C -2.793 2.370 2.785
C -4.176 2.474 2.871
C -4.936 1.374 3.237
C -4.308 0.164 3.506
C -2.928 0.060 3.417
C 0.196 2.677 3.437
C -0.072 3.146 4.724
C 0.332 4.412 5.111
C 1.002 5.236 4.212
C 1.270 4.786 2.929
C 0.872 3.510 2.549
H 0.512 -2.041 4.951
H -0.449 -1.951 3.492
H 2.202 -2.634 3.477
H 2.373 -0.888 3.335
H -1.229 -2.876 0.485
H -2.228 -5.120 0.389
H -0.935 -7.092 1.148
H 1.364 -6.795 2.014
H 2.376 -4.558 2.098
H 2.390 -3.559 -0.794
H 4.636 -3.947 -1.720
H 6.599 -2.797 -0.743
H 6.281 -1.204 1.126
H 4.050 -0.807 2.044
H 1.043 0.418 4.748
H -0.654 0.060 5.072
H -2.210 3.234 2.487
H -4.657 3.419 2.648
H -6.014 1.454 3.305
H -4.895 -0.707 3.771
H -2.462 -0.903 3.591
H -0.614 2.520 5.425
H 0.111 4.768 6.110
H 1.317 6.226 4.516
H 1.790 5.419 2.223
H 1.107 3.167 1.547
Cl -1.719 2.663 -0.586
C -3.255 1.823 -0.744
C -4.306 2.593 -1.208
C -5.562 2.031 -1.326
C -5.743 0.702 -0.976
C -4.673 -0.051 -0.525
Cl -4.990 -1.708 -0.108
C -3.365 0.467 -0.395
S -2.052 -0.520 0.169
H -4.133 3.628 -1.474
H -6.394 2.623 -1.683
H -6.715 0.234 -1.054
S 1.221 -1.942 -6.476
C 0.750 -1.116 -4.960
C 0.793 0.266 -4.841
C 0.348 0.845 -3.667
N -0.123 0.137 -2.635
C -0.138 -1.195 -2.750
C 0.291 -1.864 -3.886
C -0.093 -1.333 -7.528
C -1.286 -2.034 -7.618
C -2.306 -1.500 -8.395
N -2.202 -0.349 -9.057
C -1.041 0.301 -8.977
C 0.044 -0.151 -8.238
H 1.181 0.884 -5.641
H 0.360 1.921 -3.548
H -0.546 -1.740 -1.903
H 0.253 -2.944 -3.938
H -1.421 -2.968 -7.088
H -3.254 -2.020 -8.484
H -0.975 1.233 -9.528
H 0.973 0.405 -8.224
Te 3.014 1.056 -1.315
C 3.650 2.625 -0.063
C 3.366 3.961 -0.156
C 4.063 4.761 0.803
C 4.858 4.023 1.622
S 4.771 2.358 1.215
H 2.695 4.363 -0.904
H 3.977 5.839 0.861
H 5.495 4.361 2.425
```

Computed properties:
Gap between HOMO and LUMO, eV: 7.1
LUMO, eV: 0.06
HOMO level, eV: -7.016

=====

Entry from the OMol25 dataset: a cluster of 7 separate species, C22H62N4O7 in total at a distorted geometry (ωB97M-V with the def2-TZVPD basis set).

XYZ file:
```
95
Properties=species:S:1:pos:R:3
C -13.568 14.808 -14.390
O -13.322 16.193 -14.287
C -14.485 16.963 -14.152
C -14.187 18.407 -14.489
C -15.474 19.222 -14.414
N -13.576 18.456 -15.847
H -12.624 14.311 -14.592
H -14.251 14.582 -15.223
H -14.035 14.399 -13.486
H -15.309 16.587 -14.780
H -14.860 16.894 -13.117
H -13.463 18.777 -13.754
H -16.327 18.566 -14.607
H -15.485 20.039 -15.129
H -15.607 19.650 -13.419
H -13.048 17.598 -15.946
H -12.978 19.275 -15.855
C -14.897 23.723 -21.330
O -14.260 24.295 -22.435
C -15.126 24.598 -23.515
C -14.347 24.641 -24.814
C -13.269 25.697 -24.752
N -15.269 24.889 -25.946
H -14.169 23.186 -20.723
H -15.701 23.032 -21.607
H -15.338 24.504 -20.690
H -15.909 23.832 -23.566
H -15.584 25.584 -23.337
H -13.847 23.682 -24.984
H -13.701 26.697 -24.606
H -12.662 25.793 -25.655
H -12.592 25.502 -23.919
H -15.211 25.866 -26.216
H -16.232 24.781 -25.637
C -11.042 25.907 -14.316
O -10.672 24.550 -14.331
C -11.678 23.722 -14.865
C -11.087 22.448 -15.415
C -9.944 22.730 -16.397
N -12.148 21.613 -15.986
H -12.067 26.057 -13.958
H -10.890 26.356 -15.302
H -10.392 26.413 -13.599
H -12.389 23.466 -14.064
H -12.243 24.241 -15.655
H -10.621 21.882 -14.599
H -10.289 23.384 -17.201
H -9.558 21.788 -16.795
H -9.093 23.190 -15.891
H -11.725 20.956 -16.632
H -12.772 22.152 -16.581
C -18.670 25.096 -17.936
O -17.886 24.271 -17.108
C -16.994 25.007 -16.311
C -15.990 24.044 -15.688
C -16.632 23.067 -14.725
N -15.004 24.832 -14.970
H -19.232 25.838 -17.357
H -19.393 24.460 -18.442
H -18.032 25.611 -18.664
H -16.428 25.727 -16.926
H -17.501 25.577 -15.519
H -15.523 23.514 -16.531
H -17.233 23.591 -13.986
H -15.861 22.444 -14.268
H -17.259 22.367 -15.285
H -14.501 25.499 -15.541
H -14.322 24.275 -14.479
C -16.051 21.304 -18.879
C -15.281 20.604 -17.773
O -15.681 19.266 -17.700
H -15.729 22.343 -18.976
H -17.125 21.293 -18.681
H -15.932 20.818 -19.852
H -15.471 21.191 -16.864
H -14.208 20.709 -17.982
H -15.138 18.779 -17.057
C -11.313 23.082 -21.082
C -10.806 22.041 -20.130
O -11.835 21.663 -19.217
H -11.676 23.974 -20.565
H -12.148 22.751 -21.703
H -10.534 23.422 -21.770
H -9.970 22.460 -19.551
H -10.336 21.214 -20.673
H -11.856 20.702 -19.200
C -17.591 16.264 -17.264
C -18.521 17.439 -17.067
O -18.389 18.408 -18.086
H -17.671 15.566 -16.423
H -16.560 16.583 -17.417
H -17.880 15.670 -18.136
H -18.299 17.894 -16.093
H -19.556 17.106 -17.114
H -17.448 18.635 -18.138
```

Computed properties:
Structure (SMILES): COC[C@H](C)N.COC[C@H](C)N.COC[C@H](C)N.COC[C@H](C)N.CCO.CCO.CCO
Relative energy (zero: lowest compared OMol25 entry of this formula, charge and spin), kcal/mol: 0.1
Gap between HOMO and LUMO, eV: 9.7
LUMO, eV: 0.49
HOMO level, eV: -9.246

=====

Entry from the OMol25 dataset: an isolated molecule of HI2OP at a distorted geometry (ωB97M-V with the def2-TZVPD basis set).

XYZ file:
```
5
Properties=species:S:1:pos:R:3
O -0.066 -0.672 -2.152
P 0.709 1.426 1.746
I 0.557 -0.361 3.496
I -0.427 0.402 -0.241
H -0.773 -0.796 -2.850
```

Computed properties:
Relative energy (zero: lowest compared OMol25 entry of this formula, charge and spin), kcal/mol: 30.4
Gap between HOMO and LUMO (spin up / spin down), eV: 7.6 / 6.5
LUMO (spin up / spin down), eV: -0.86 / -3.04
⟨S²⟩: 2.037
Multiplicity: 3
HOMO level (spin up / spin down), eV: -8.495 / -9.523

=====

Entry from the OMol25 dataset: a cluster of 8 separate species, C25H34Cl6F15NO11 in total at a distorted geometry (ωB97M-V with the def2-TZVPD basis set).

XYZ file:
```
92
Properties=species:S:1:pos:R:3
C 1.930 -5.228 4.071
C 2.929 -4.661 3.017
O 2.560 -5.071 1.720
C 3.100 -4.476 0.631
O 3.848 -3.515 0.696
C 2.547 -5.048 -0.729
F 2.068 -4.128 -1.538
F 3.584 -5.478 -1.378
F 1.655 -5.954 -0.558
H 2.012 -6.314 4.028
H 0.906 -4.863 3.987
H 2.242 -4.993 5.088
H 4.000 -4.799 3.161
H 2.762 -3.586 3.088
C -6.143 -3.248 -2.521
C -5.462 -4.633 -2.355
O -4.689 -5.115 -3.496
C -3.469 -4.609 -3.808
O -2.810 -3.822 -3.058
C -2.804 -5.254 -5.067
F -3.719 -6.094 -5.647
F -2.484 -4.243 -5.911
F -1.664 -5.943 -4.748
H -6.707 -3.121 -3.445
H -5.324 -2.530 -2.473
H -6.739 -3.071 -1.626
H -6.261 -5.358 -2.202
H -4.792 -4.643 -1.495
C -2.707 5.562 -6.272
C -1.639 6.325 -7.094
O -0.724 6.969 -6.222
C 0.381 7.578 -6.757
O 0.536 7.667 -7.969
C 1.446 8.096 -5.768
F 0.954 9.124 -5.155
F 1.804 7.138 -4.931
F 2.568 8.530 -6.377
H -2.393 4.643 -5.776
H -3.618 5.312 -6.816
H -3.141 6.224 -5.522
H -2.029 7.030 -7.828
H -1.050 5.568 -7.613
C 3.482 0.907 4.336
C 3.953 1.635 5.651
O 5.113 2.485 5.448
C 5.872 2.906 6.429
O 5.636 2.739 7.636
C 7.159 3.586 5.898
F 7.366 4.826 6.441
F 8.249 2.905 6.173
F 7.186 3.542 4.546
H 4.305 0.375 3.860
H 3.119 1.605 3.581
H 2.606 0.273 4.468
H 4.065 0.835 6.382
H 3.152 2.260 6.046
C -2.432 -2.850 2.969
C -2.648 -2.373 4.436
O -2.556 -3.565 5.249
C -2.610 -3.489 6.600
O -2.847 -2.462 7.241
C -2.262 -4.855 7.298
F -2.677 -5.937 6.632
F -0.953 -4.858 7.507
F -2.815 -4.872 8.511
H -2.590 -2.018 2.282
H -3.237 -3.554 2.760
H -1.423 -3.185 2.727
H -3.599 -1.843 4.492
H -1.823 -1.696 4.657
Cl 5.573 3.074 -4.518
C 6.375 2.293 -3.107
Cl 6.190 0.571 -2.972
Cl 5.739 3.067 -1.599
H 7.454 2.419 -3.199
Cl -6.443 1.619 0.380
C -6.650 3.383 0.140
Cl -7.506 4.163 1.459
Cl -7.490 3.630 -1.422
H -5.666 3.841 0.040
C 1.094 0.872 -1.857
N -0.010 1.862 -1.853
C 0.361 3.292 -2.114
C -1.246 1.408 -1.732
O -2.236 2.131 -1.844
H 1.780 1.027 -2.690
H 0.742 -0.150 -1.716
H 1.635 0.979 -0.917
H 0.863 3.282 -3.082
H -0.503 3.952 -2.181
H 0.918 3.674 -1.259
H -1.231 0.324 -1.544
```

Computed properties:
Structure (SMILES): CCOC(=O)C(F)(F)F.CCOC(=O)C(F)(F)F.CCOC(=O)C(F)(F)F.CCOC(=O)C(F)(F)F.CCOC(=O)C(F)(F)F.ClC(Cl)Cl.ClC(Cl)Cl.CN(C)C=O
Relative energy (zero: lowest compared OMol25 entry of this formula, charge and spin), kcal/mol: 47.2
Gap between HOMO and LUMO, eV: 9.2
LUMO, eV: -0.21
HOMO level, eV: -9.448

=====

Entry from the OMol25 dataset: a structure of composition C46H40BiBrF3N3OSSi2 (ωB97M-V with the def2-TZVPD basis set).

XYZ file:
```
98
Properties=species:S:1:pos:R:3
Bi 0.052 -0.057 0.644
Br 1.626 6.990 -3.710
C 1.248 5.200 -3.146
C -0.020 4.647 -3.406
C -0.294 3.370 -3.019
C 0.660 2.525 -2.326
O 0.389 1.342 -2.045
C 1.933 3.165 -2.028
C 2.983 2.553 -1.252
N 2.864 1.570 -0.441
C 3.930 1.234 0.384
C 4.837 2.153 0.873
C 5.809 1.802 1.829
C 5.868 0.538 2.340
C 4.952 -0.440 1.882
C 4.919 -1.751 2.415
C 4.005 -2.646 1.950
C 3.129 -2.234 0.922
N 3.125 -1.034 0.408
C 4.004 -0.115 0.885
C 2.197 4.468 -2.489
H -0.774 5.243 -3.907
H -1.269 2.935 -3.208
H 3.966 3.039 -1.377
H 4.753 3.189 0.570
H 6.491 2.565 2.189
H 6.588 0.273 3.107
H 5.610 -2.014 3.209
H 3.925 -3.644 2.362
H 2.395 -2.929 0.523
H 3.170 4.904 -2.286
C -0.542 -3.686 1.542
Si -0.711 -1.997 2.354
C -2.409 -1.907 3.158
C 0.659 -1.937 3.695
C 1.029 -3.091 4.390
C 2.075 -3.086 5.304
C 2.779 -1.913 5.539
C 2.424 -0.753 4.861
C 1.372 -0.744 3.943
Si 0.857 0.829 3.014
C -0.576 1.595 3.980
C 2.265 2.077 3.183
H -1.130 -4.439 2.074
H 0.503 -4.009 1.524
H -0.934 -3.635 0.525
H -2.532 -2.734 3.865
H -3.159 -2.019 2.371
H -2.576 -0.968 3.688
H 0.500 -4.021 4.199
H 2.349 -3.998 5.825
H 3.606 -1.904 6.241
H 2.988 0.158 5.041
H -0.264 1.781 5.014
H -1.442 0.932 3.994
H -0.889 2.540 3.532
H 2.254 2.509 4.190
H 2.148 2.892 2.466
H 3.244 1.626 3.017
F -5.528 -3.050 -4.420
C -5.155 -3.280 -3.121
F -6.151 -2.748 -2.384
F -5.229 -4.618 -2.976
C -3.802 -2.706 -2.832
C -3.157 -2.020 -3.846
C -1.906 -1.470 -3.624
C -1.352 -1.666 -2.366
N -1.943 -2.318 -1.377
C -3.191 -2.842 -1.546
S -3.940 -3.636 -0.228
H -3.639 -1.909 -4.808
H -1.379 -0.903 -4.379
H -0.371 -1.248 -2.153
C -3.246 6.354 -0.432
C -1.862 6.246 -0.466
C -1.251 5.062 -0.086
C -1.998 3.954 0.324
C -3.390 4.078 0.359
C -4.002 5.266 -0.014
C -1.252 2.725 0.668
C -1.644 1.450 0.642
C -2.976 0.969 0.229
C -3.933 0.582 1.166
C -5.155 0.072 0.754
C -5.438 -0.060 -0.599
C -4.489 0.324 -1.535
C -3.264 0.830 -1.128
H -3.732 7.275 -0.732
H -1.255 7.077 -0.807
H -0.171 4.972 -0.144
H -3.996 3.240 0.675
H -5.083 5.338 0.016
H -0.200 2.924 0.877
H -3.701 0.662 2.222
H -5.878 -0.254 1.493
H -6.371 -0.503 -0.922
H -4.689 0.195 -2.592
H -2.501 1.095 -1.852
```

Computed properties:
Total charge: -2
Relative energy (zero: lowest compared OMol25 entry of this formula, charge and spin), kcal/mol: 0.0
Gap between HOMO and LUMO, eV: 5.6
LUMO, eV: 3.80
HOMO level, eV: -1.787

=====

Entry from the OMol25 dataset: a structure of composition C25H32FGdO2 at a distorted geometry (ωB97M-V with the def2-TZVPD basis set).

XYZ file:
```
61
Properties=species:S:1:pos:R:3
O 0.716 -5.435 -2.909
C 2.012 -6.157 -2.921
C 1.607 -7.101 -4.051
H 2.204 -6.627 -1.944
H 2.840 -5.487 -3.207
C 0.283 -6.277 -4.030
H 1.489 -8.157 -3.764
H 2.224 -6.972 -4.958
C -0.954 -7.031 -3.582
H -0.816 -7.457 -2.579
H -1.246 -7.807 -4.301
H -1.788 -6.325 -3.525
C 0.048 -5.524 -5.325
H 0.916 -4.910 -5.594
H -0.836 -4.882 -5.241
H -0.138 -6.241 -6.142
Gd 0.016 -0.900 -0.468
C 0.099 1.623 -1.036
C 1.356 1.349 -0.424
C 2.105 0.490 -1.281
H 1.700 1.748 0.526
C 1.299 0.240 -2.442
C 0.079 0.960 -2.303
H -0.704 1.033 -3.060
H -0.681 2.264 -0.623
H 3.131 0.159 -1.113
H 1.596 -0.352 -3.308
C -2.165 0.044 0.421
C -2.402 -0.147 -0.976
C -2.361 -1.553 -1.251
H -2.632 0.638 -1.694
C -2.107 -2.233 -0.013
C -1.996 -1.243 1.019
H -1.824 -1.426 2.079
H -2.148 0.998 0.946
H -2.601 -2.019 -2.211
H -2.096 -3.316 0.136
O 1.266 -3.355 -0.663
C 1.293 -2.989 -2.084
C 2.738 -3.002 -2.550
H 0.711 -2.088 -2.440
H 0.697 -3.780 -2.547
C 3.569 -3.533 -1.355
H 3.030 -1.986 -2.840
H 2.828 -3.651 -3.414
C 2.645 -3.359 -0.150
H 4.520 -2.998 -1.201
H 3.841 -4.603 -1.499
H 2.832 -2.400 0.377
H 2.690 -4.160 0.587
F 1.968 0.706 5.727
C 1.540 0.350 4.469
C 1.923 -0.880 3.951
C 1.473 -1.240 2.655
C 0.745 -0.340 1.911
C 0.315 0.851 2.468
C 0.727 1.225 3.766
H 2.535 -1.557 4.538
H 1.689 -2.239 2.271
H -0.347 1.531 1.927
H 0.404 2.165 4.204
```

Computed properties:
Relative energy (zero: lowest compared OMol25 entry of this formula, charge and spin), kcal/mol: 0.0
Gap between HOMO and LUMO (spin up / spin down), eV: 8.0 / 7.3
LUMO (spin up / spin down), eV: 0.34 / -0.49
⟨S²⟩: 16.078
Multiplicity: 8
HOMO level (spin up / spin down), eV: -7.677 / -7.758

=====

Entry from the OMol25 dataset: a structure of composition C3H3FILiO3 at a distorted geometry (ωB97M-V with the def2-TZVPD basis set).

XYZ file:
```
12
Properties=species:S:1:pos:R:3
Li -2.395 -1.462 -3.515
I -3.262 -1.022 -1.005
C -0.055 -0.215 1.069
C 0.038 0.994 0.172
O 1.300 0.889 -0.426
C 1.941 -0.228 -0.005
O 3.011 -0.562 -0.366
O 1.189 -0.884 0.893
F -0.004 2.152 0.911
H -0.880 -0.855 0.771
H -0.157 0.114 2.100
H -0.726 1.079 -0.598
```

Computed properties:
Relative energy (zero: lowest compared OMol25 entry of this formula, charge and spin), kcal/mol: 0.0
Gap between HOMO and LUMO, eV: 7.2
LUMO, eV: -1.53
HOMO level, eV: -8.782